A molecular structure, C20H30As2CaF15NO17. Source: the Open Molecules 2025 dataset; level of theory: the ωB97M-V functional and the def2-TZVPD basis.

XYZ file:
```
86
Properties=species:S:1:pos:R:3
As -18.93 16.75 -15.16
As -17.44 20.97 -12.08
Ca -15.36 18.76 -15.22
F -18.85 20.88 -13.11
F -19.94 18.14 -15.31
F -17.53 17.80 -15.45
F -19.07 16.56 -16.91
F -18.44 21.80 -10.92
F -20.29 15.68 -15.01
F -12.43 15.02 -13.38
F -12.46 17.13 -13.78
F -17.00 22.46 -12.87
F -18.81 16.99 -13.50
F -12.80 16.46 -11.79
F -17.84 15.43 -15.12
F -16.58 20.12 -13.38
F -16.12 21.20 -11.03
F -17.82 19.45 -11.40
O -17.46 17.90 -19.04
O -12.55 21.00 -18.27
O -13.99 19.43 -18.90
O -11.72 19.80 -12.90
O -11.48 17.71 -17.40
O -15.58 16.75 -19.36
O -17.21 20.90 -18.36
O -15.91 17.86 -17.42
O -12.69 15.84 -17.55
O -16.62 20.60 -16.20
O -18.09 22.18 -16.77
O -13.53 19.93 -14.09
O -13.46 20.83 -12.13
O -14.02 20.23 -16.78
O -15.29 17.16 -13.52
O -15.19 15.43 -12.15
O -13.33 17.50 -16.16
N -12.92 20.16 -13.01
C -13.57 20.21 -17.86
C -13.19 19.65 -20.05
C -18.73 21.23 -20.10
C -12.12 20.65 -19.58
C -10.74 16.90 -18.30
C -15.18 14.01 -10.27
C -17.89 21.95 -19.08
C -16.28 17.54 -18.49
C -13.09 16.19 -13.09
C -12.58 17.05 -16.94
C -12.06 15.31 -19.79
C -11.58 15.61 -18.42
C -14.68 14.19 -11.69
C -16.55 15.39 -21.13
C -14.62 16.04 -13.32
C -16.20 16.78 -20.63
C -17.39 17.74 -20.44
C -18.68 22.63 -17.96
C -14.12 20.14 -21.15
C -17.18 21.22 -17.03
H -19.35 20.49 -19.58
H -10.64 17.38 -19.28
H -11.29 15.36 -20.57
H -11.13 20.24 -19.43
H -15.49 17.19 -21.36
H -9.76 16.76 -17.87
H -18.81 23.71 -18.02
H -11.03 14.78 -17.96
H -12.13 21.50 -20.26
H -12.59 14.36 -19.94
H -14.77 19.30 -21.40
H -14.76 14.71 -9.54
H -19.44 21.89 -20.62
H -17.15 22.60 -19.57
H -17.27 18.67 -20.99
H -17.00 15.41 -22.13
H -15.18 13.43 -12.31
H -13.61 20.51 -22.04
H -15.12 12.96 -9.96
H -12.73 18.71 -20.38
H -14.76 15.37 -14.20
H -15.67 14.78 -20.97
H -18.13 20.69 -20.83
H -18.32 17.27 -20.77
H -17.36 14.98 -20.51
H -14.73 20.97 -20.80
H -16.26 14.22 -10.23
H -12.81 16.04 -20.10
H -19.72 22.28 -18.00
H -13.59 14.10 -11.68
```

Computed properties:
Max |F|, eV/A: 2.5
Total charge: -2
HOMO, eV: -2.19

A molecular structure, C20H30B2BrClF4N6O6Sn. Source: the Open Molecules 2025 dataset; level of theory: the ωB97M-V functional and the def2-TZVPD basis.

XYZ file:
```
71
Properties=species:S:1:pos:R:3
Sn 0.42 -0.60 -0.31
Br 5.12 -5.42 0.73
Cl -4.44 -1.24 -0.40
F 0.56 -1.88 -4.79
F 0.69 3.58 0.24
F 0.34 -2.17 -2.50
F 0.59 3.33 2.55
O 1.90 -0.63 -3.38
O -1.51 -1.37 -0.40
O -0.53 -0.27 -3.53
O -0.70 1.95 1.24
O 1.77 1.78 1.32
O -1.43 -3.38 0.60
N -0.80 1.31 0.03
N 1.95 -0.01 -2.20
N -0.67 0.26 -2.31
N 1.89 1.13 0.12
N 0.11 -0.57 1.92
N -2.66 -0.65 2.71
C 0.46 -1.76 2.72
C -1.45 -1.86 4.50
C 1.88 -2.14 -0.07
C 3.98 1.14 -2.97
C 2.57 -4.46 -0.10
C -3.44 -2.72 -0.46
C 2.81 1.53 -0.68
C 4.09 -2.77 0.69
C 3.13 -1.80 0.45
C -1.55 1.17 -2.18
C 2.90 0.82 -1.99
C -2.36 3.07 -0.64
C 0.04 -1.66 4.18
C -2.39 -0.71 4.15
C -1.56 1.83 -0.85
C -2.44 1.63 -3.28
C 3.74 2.65 -0.38
C 3.80 -4.09 0.41
C 1.61 -3.48 -0.34
C -2.00 -2.50 -0.02
B 0.57 -1.29 -3.57
B 0.59 2.72 1.33
H -3.40 2.89 -0.91
H 0.65 -3.78 -0.73
H -2.28 3.39 0.40
H 3.36 -0.78 0.70
H 0.38 -0.71 4.59
H -3.12 -1.49 2.40
H -1.80 -2.77 4.02
H -0.01 -2.63 2.24
H 4.96 1.05 -2.50
H -3.90 -3.46 0.17
H 3.51 3.09 0.58
H -3.45 1.79 -2.91
H -0.91 -0.41 2.03
H 2.36 -5.50 -0.31
H 0.58 0.25 2.29
H 0.59 -2.44 4.72
H 3.66 3.41 -1.16
H -3.28 0.12 2.49
H 3.88 2.16 -3.34
H 5.06 -2.50 1.10
H -1.53 -2.03 5.58
H 1.54 -1.91 2.66
H -1.97 3.86 -1.28
H -2.08 2.57 -3.70
H 3.92 0.46 -3.81
H -3.31 -0.82 4.74
H -1.93 0.23 4.45
H -2.46 0.89 -4.07
H -3.43 -3.06 -1.49
H 4.77 2.28 -0.39
```

Computed properties:
Max |F|, eV/A: 0.2
Total charge: 0
HOMO, eV: -9.07